{
  "formula": "C16H31N8SSi2Y",
  "method": "wB97M-V/def2-TZVPD",
  "symbols": ["Y", "N", "C", "C", "N", "C", "C", "N", "C", "C", "N", "H", "H", "H", "H", "H", "H", "C", "C", "N", "N", "C", "S", "N", "N", "H", "H", "H", "H", "H", "H", "C", "Si", "C", "C", "C", "Si", "C", "C", "C", "H", "H", "H", "H", "H", "H", "H", "H", "H", "H", "H", "H", "H", "H", "H", "H", "H", "H", "H"],
  "xyz": [[0.574, -0.480, -0.469], [0.880, 2.911, 2.453], [0.539, 2.047, 3.467], [0.331, 0.844, 2.873], [0.533, 0.958, 1.515], [0.868, 2.222, 1.300], [1.199, 2.670, -0.045], [1.258, 1.794, -1.039], [1.578, 2.520, -2.167], [1.716, 3.830, -1.839], [1.474, 3.907, -0.487], [1.117, 3.882, 2.583], [0.482, 2.362, 4.493], [0.071, -0.088, 3.344], [1.694, 2.063, -3.135], [1.959, 4.696, -2.428], [1.484, 4.760, 0.050], [-2.043, -4.437, 2.670], [-0.625, -4.301, 2.264], [0.325, -5.145, 2.491], [1.438, -4.594, 1.921], [1.213, -3.422, 1.344], [2.300, -2.408, 0.525], [-0.112, -3.215, 1.563], [-0.771, -2.082, 1.088], [-2.168, -5.392, 3.174], [-2.704, -4.407, 1.803], [-2.331, -3.641, 3.358], [2.319, -5.084, 1.965], [-1.196, -1.582, 1.866], [-1.528, -2.361, 0.459], [1.196, -1.212, -2.937], [-0.745, -1.227, -3.145], [-1.082, -0.243, -4.687], [-1.136, -3.040, -3.344], [-1.448, -0.506, -1.578], [-3.209, -0.904, -1.119], [-3.458, -2.772, -0.856], [-4.432, -0.342, -2.407], [-3.600, -0.007, 0.496], [1.563, -1.489, -3.927], [1.642, -1.973, -2.278], [1.682, -0.240, -2.749], [-0.581, -0.681, -5.554], [-0.750, 0.793, -4.589], [-2.152, -0.220, -4.899], [-0.583, -3.453, -4.191], [-2.196, -3.214, -3.532], [-0.856, -3.619, -2.460], [-1.446, 0.597, -1.720], [-2.570, -3.394, -0.693], [-3.926, -3.193, -1.748], [-4.150, -2.951, -0.029], [-4.283, -0.863, -3.356], [-4.349, 0.730, -2.597], [-5.456, -0.540, -2.082], [-2.954, -0.300, 1.331], [-4.632, -0.173, 0.813], [-3.474, 1.071, 0.362]],
  "e_lumo_ev": -5.86,
  "de_lowest_kcal_mol": 0.00,
  "total_charge": 2,
  "e_homo_ev": -13.90,
  "gap_ev": 8.04,
  "multiplicity": 1,
  "total_energy_ha": -2081.51452
}